A cluster of 8 separate species, C8H32O8 in total. Source: the Open Molecules 2025 dataset; level of theory: ωB97M-V with the def2-TZVPD basis set.

Calculated total energy (hartree): -925.75514
Frontier orbital gap (Eh): 0.369
Charge: 0

```
48
Properties=species:S:1:pos:R:3:forces:R:3:mulliken_charge:R:1
C -1.913 0.424 -3.393 -1.044 0.968 0.078 -0.406
O -2.019 0.733 -4.790 0.540 -0.233 0.339 -0.575
H -0.921 0.474 -2.942 0.152 -0.206 -0.401 0.077
H -2.535 1.149 -2.832 0.288 -0.234 -0.066 0.290
H -2.366 -0.548 -3.209 0.209 -0.179 -0.155 0.274
H -1.276 1.285 -5.073 -0.073 -0.155 0.177 0.318
C -0.816 -2.704 2.565 -0.918 0.302 0.603 -0.236
O -1.959 -1.972 3.097 0.781 0.324 -0.603 -0.539
H 0.061 -2.076 2.395 -0.164 0.122 -0.087 0.017
H -0.542 -3.446 3.318 -0.119 0.040 -0.094 0.299
H -1.107 -3.201 1.642 0.207 -0.028 -0.052 0.167
H -2.022 -1.093 2.662 0.198 -0.822 0.453 0.312
C 3.831 1.131 -0.023 0.229 1.247 0.876 -0.547
O 3.206 2.096 0.855 -0.354 -0.441 -0.435 -0.482
H 3.120 0.328 -0.134 -0.005 -0.341 -0.146 0.139
H 4.077 1.594 -0.979 -0.143 -0.116 -0.143 0.296
H 4.763 0.807 0.440 -0.046 -0.445 -0.138 0.339
H 3.868 2.624 1.297 0.254 0.052 -0.023 0.274
C 0.929 2.745 -3.857 -0.996 0.018 0.527 -0.220
O 0.828 2.376 -5.210 0.006 0.208 -0.683 -0.520
H 1.797 2.282 -3.399 0.214 0.165 0.220 0.151
H 0.879 3.825 -3.707 0.460 0.034 -0.050 0.358
H 0.018 2.385 -3.367 0.283 -0.155 0.136 -0.054
H 1.181 3.098 -5.741 -0.036 -0.243 -0.081 0.296
C -0.829 -3.262 -1.243 -0.098 0.309 0.084 -0.718
O 0.097 -2.488 -0.446 -0.953 0.272 -0.858 -0.470
H -0.722 -4.319 -0.996 0.198 0.111 0.064 0.295
H -1.881 -2.987 -1.049 0.360 0.007 0.122 0.273
H -0.665 -3.132 -2.322 0.162 -0.013 0.232 0.299
H -0.226 -1.568 -0.531 0.298 -0.509 0.244 0.281
C 3.129 -0.975 3.144 0.264 -0.171 0.019 -0.340
O 3.331 -1.261 4.530 -0.398 0.241 -0.300 -0.537
H 2.781 -1.843 2.566 0.172 0.017 0.205 0.224
H 2.354 -0.217 3.059 0.062 0.105 0.189 0.109
H 4.053 -0.585 2.693 -0.215 -0.048 -0.026 0.252
H 4.035 -1.902 4.627 0.105 -0.129 -0.112 0.292
C -4.282 0.413 2.309 -0.597 -0.317 0.570 -0.584
O -2.912 0.650 2.544 0.585 0.595 -0.201 -0.526
H -4.423 -0.663 2.375 -0.055 -0.071 -0.282 0.211
H -4.885 0.844 3.113 -0.065 0.091 -0.161 0.328
H -4.606 0.801 1.346 -0.083 -0.023 -0.118 0.266
H -2.817 1.551 2.874 0.168 -0.165 0.001 0.280
C -0.083 1.202 0.274 -0.262 -0.322 0.223 -0.463
O -1.346 0.593 -0.121 1.022 0.342 -0.015 -0.387
H -0.192 2.206 0.705 -0.187 -0.230 -0.197 0.465
H 0.485 0.595 1.005 -0.458 0.064 -0.197 0.139
H 0.557 1.281 -0.611 -0.346 -0.003 0.006 0.067
H -2.032 0.751 0.542 0.399 -0.032 0.255 0.216
```
Forces are in eV/Å.

***

A cluster of 2 separate species, C9H10BrN3OS in total. Source: the Open Molecules 2025 dataset; level of theory: ωB97M-V with the def2-TZVPD basis set.

Calculated total energy (hartree): -3560.47876
Frontier orbital gap (spin up / spin down) (Eh): 0.249 / 0.249
Charge: 0

```
25
Properties=species:S:1:pos:R:3:forces:R:3:mulliken_charge:R:1
C -0.758 2.906 -1.451 0.621 -0.394 2.840 -0.710
C -0.279 2.269 -0.225 -1.569 -0.357 -1.661 -0.478
C -1.750 2.188 -1.965 -1.259 -1.765 -0.308 -0.252
C 1.106 -0.981 0.173 -1.093 0.945 -0.258 0.203
C -0.916 1.080 0.103 -1.698 3.583 -4.125 0.214
C 2.482 -0.915 0.355 -1.594 -0.798 -0.237 -0.200
C 0.074 0.529 2.323 -0.990 1.385 -1.001 -1.787
C -0.219 -2.528 -1.273 -0.387 0.661 -2.538 -0.721
C -0.771 0.278 1.164 2.039 -6.061 0.526 1.066
N 3.027 -1.975 -0.270 2.193 -0.326 0.542 -0.388
N 2.150 -2.701 -0.855 -0.749 1.290 -0.501 -0.645
N 0.964 -2.029 -0.685 1.392 0.366 1.567 0.685
O -1.681 -0.779 1.253 0.676 2.240 -0.342 -0.530
S -2.180 0.743 -1.101 0.986 0.824 0.148 -0.037
Br 3.412 0.338 1.435 0.055 -0.466 -0.430 -0.211
H -0.576 3.933 -1.705 0.601 0.015 -0.383 0.385
H 0.526 2.664 0.292 1.369 0.608 1.183 0.457
H -2.300 2.385 -2.848 -0.485 0.310 -0.619 0.448
H 0.841 1.264 2.194 0.293 0.292 -0.307 0.295
H 0.466 -0.357 2.664 0.898 -1.858 1.025 0.501
H -0.686 0.903 2.930 -0.940 0.904 2.287 0.542
H -0.592 -1.849 -2.129 0.799 -0.876 1.064 0.196
H 0.062 -3.499 -1.740 -0.768 0.433 0.709 0.305
H -1.003 -2.454 -0.552 -0.660 -0.834 0.444 0.285
H -1.399 -1.412 1.913 0.271 -0.121 0.375 0.378
```
Forces are in eV/Å.

***

A cluster of 3 separate species, C5H16NO2 in total. Source: the Open Molecules 2025 dataset; level of theory: ωB97M-V with the def2-TZVPD basis set.

Calculated total energy (hartree): -405.09287
Frontier orbital gap (Eh): 0.363
Charge: +1

```
24
Properties=species:S:1:pos:R:3:forces:R:3:mulliken_charge:R:1
C -0.147 -0.358 2.033 -0.456 -0.015 0.727 -0.571
C -1.032 -1.169 1.094 0.802 0.850 -1.179 -1.042
C -1.260 -0.393 -0.196 0.109 -0.221 0.897 0.024
C -2.328 0.334 -0.452 -0.744 1.306 -1.207 -0.211
C -2.487 1.141 -1.748 0.442 -0.324 0.869 -1.146
N 1.195 -0.166 1.384 -0.935 0.039 0.153 -0.174
H 0.005 -0.822 2.991 0.166 -0.548 0.319 0.391
H -0.588 0.603 2.266 0.083 0.326 -0.253 0.380
H -1.993 -1.420 1.507 -0.118 -0.264 0.537 0.407
H -0.447 -2.047 0.812 -0.413 -0.502 0.288 0.350
H -0.433 -0.397 -0.895 -0.055 -0.102 -0.357 0.357
H -3.174 0.533 0.206 0.324 -0.762 0.418 0.341
H -2.402 0.484 -2.615 0.220 0.284 -0.057 0.323
H -1.734 1.937 -1.719 -0.021 -0.191 -0.496 0.271
H -3.448 1.635 -1.782 -0.271 -0.002 -0.028 0.360
H 1.191 0.697 0.843 0.451 0.043 -0.508 0.392
H 1.293 -0.941 0.732 0.661 0.034 -0.428 0.185
H 2.004 -0.124 1.998 -0.122 -0.068 0.186 0.358
H 2.961 -2.109 -1.242 -0.084 0.137 0.142 0.289
H 2.269 -1.093 -2.121 -0.120 0.058 0.312 0.315
O 2.441 -1.293 -1.187 0.162 -0.294 -0.335 -0.579
H 3.232 1.091 -0.820 -0.315 0.001 0.242 0.291
H 2.371 2.365 -0.766 0.105 -0.307 0.269 0.313
O 2.512 1.512 -0.322 0.128 0.518 -0.510 -0.625
```
Forces are in eV/Å.

***

A cluster of 8 separate species, C5H25NO9 in total. Source: the Open Molecules 2025 dataset; level of theory: ωB97M-V with the def2-TZVPD basis set.

Calculated total energy (hartree): -937.38504
Frontier orbital gap (Eh): 0.334
Charge: 0

```
40
Properties=species:S:1:pos:R:3:forces:R:3:mulliken_charge:R:1
C -1.823 -0.076 0.444 0.477 -0.271 -0.223 -1.047
C -0.533 0.735 0.485 1.456 0.868 0.869 1.019
C -0.062 1.105 1.918 -1.018 -1.700 1.029 -0.851
O 0.549 -0.058 2.511 0.712 -0.392 -0.383 -0.660
N -0.489 1.940 -0.365 -0.061 -0.268 0.816 0.146
C -0.327 1.650 -1.771 -2.488 -0.307 -0.398 -1.007
C -1.145 3.065 0.034 0.591 1.389 -0.824 0.078
O -1.550 3.910 -0.744 -0.162 -0.115 -0.028 -0.582
H -2.677 0.282 1.019 0.075 0.464 -0.395 0.324
H -1.647 -1.081 0.821 0.188 -0.051 0.073 0.458
H -1.980 -0.207 -0.624 -0.877 -0.005 0.014 -0.086
H 0.238 0.055 0.077 -0.194 0.470 0.138 -0.251
H 0.574 1.963 2.105 0.151 0.212 -0.776 0.314
H -0.943 1.193 2.586 0.192 0.530 -0.507 0.383
H 1.178 -0.509 1.884 -0.891 0.873 0.229 0.507
H -0.760 2.419 -2.408 0.210 0.442 0.327 0.372
H -1.087 0.847 -1.908 1.209 -0.017 -0.776 0.390
H 0.676 1.451 -2.125 0.119 -0.230 0.478 0.184
H -1.134 3.363 1.098 -0.168 -1.024 0.125 0.348
O -0.054 -2.856 -1.596 -0.280 0.362 0.116 -0.533
H 0.434 -3.449 -2.159 0.247 -0.352 -0.419 0.285
H 0.170 -3.153 -0.710 0.075 0.221 0.208 0.256
O 2.328 0.080 -3.012 0.627 -0.016 0.713 -0.659
H 2.422 0.468 -3.886 -0.564 -0.239 -0.072 0.291
H 1.496 -0.383 -2.866 0.001 0.121 -0.613 0.308
O 0.217 -4.133 2.611 0.226 0.331 0.268 -0.653
H -0.184 -4.391 1.786 -0.226 -0.247 -0.338 0.293
H -0.263 -3.327 2.853 -0.149 0.028 0.079 0.354
O -2.195 -0.580 -3.489 0.927 -1.111 1.200 -0.652
H -2.446 -1.063 -2.683 -1.322 0.323 -0.137 0.310
H -1.289 -0.912 -3.362 0.334 0.545 -1.092 0.314
O -1.532 -1.539 3.187 -0.247 -0.515 -0.516 -0.703
H -0.781 -1.036 2.781 -0.081 -0.128 1.076 0.465
H -1.462 -1.572 4.146 0.346 0.297 -0.166 0.268
O 2.071 -1.353 0.679 -0.240 -0.652 0.409 -0.631
H 2.568 -0.677 0.199 0.400 0.459 0.125 0.370
H 2.539 -1.562 1.501 0.345 -0.121 -0.508 0.289
O 3.127 1.068 -0.434 -0.638 -0.234 0.894 -0.649
H 2.818 0.922 -1.343 0.918 0.104 -0.221 0.377
H 4.075 1.194 -0.314 -0.220 -0.045 -0.792 0.259
```
Forces are in eV/Å.

***

The ion CH3O2 with charge +1. Source: the Open Molecules 2025 dataset; level of theory: ωB97M-V with the def2-TZVPD basis set.

Calculated total energy (hartree): -189.83170
Frontier orbital gap (spin up / spin down) (Eh): 0.350 / 0.350
Charge: +1

```
6
Properties=species:S:1:pos:R:3:forces:R:3:mulliken_charge:R:1
C -0.070 -0.217 0.110 -1.454 0.624 -1.706 -0.399
O -0.061 -1.601 2.088 0.282 -0.741 0.059 0.176
O -0.332 -0.551 1.619 -0.121 0.468 -1.252 0.267
H -1.093 -0.032 -0.357 0.786 -0.868 1.036 0.314
H 0.258 0.790 0.238 0.865 0.613 0.277 0.294
H 0.559 -0.860 -0.558 -0.358 -0.096 1.586 0.347
```
Forces are in eV/Å.

***

A cluster of 2 separate species, C3H8NO2 in total. Source: the Open Molecules 2025 dataset; level of theory: ωB97M-V with the def2-TZVPD basis set.

Calculated total energy (hartree): -323.96983
Frontier orbital gap (Eh): 0.348
Charge: +1

```
14
Properties=species:S:1:pos:R:3:forces:R:3:mulliken_charge:R:1
C 1.903 -0.385 -0.362 0.649 2.309 2.418 -0.171
C -0.879 -0.587 0.177 -0.044 -3.617 -1.151 0.718
C -0.486 0.026 1.416 0.151 1.529 2.409 -1.013
N -1.341 0.088 -0.823 -0.839 -0.247 -0.758 -0.340
O 2.782 0.398 0.288 -4.078 -0.944 -0.112 -0.343
O -0.891 -1.890 0.016 -0.030 0.273 0.614 -0.417
H 2.345 -0.984 -1.100 1.550 -0.915 -1.375 0.242
H 0.104 -0.532 2.270 -1.431 0.650 -2.172 0.432
H -1.459 0.478 1.797 1.229 -0.487 0.074 0.328
H 0.151 0.847 1.076 -0.006 0.159 0.564 0.348
H -1.285 1.033 -0.647 -0.058 2.667 -0.014 0.210
H -1.917 -0.146 -1.650 0.894 -0.716 0.928 0.284
H 3.704 0.454 0.143 2.080 -0.561 -1.086 0.352
H -0.575 -2.311 0.835 -0.067 -0.100 -0.339 0.371
```
Forces are in eV/Å.

***

Copy entry 4 word for word.
A cluster of 8 separate species, C5H25NO9 in total. Source: the Open Molecules 2025 dataset; level of theory: ωB97M-V with the def2-TZVPD basis set.

Calculated total energy (hartree): -937.38504
Frontier orbital gap (Eh): 0.334
Charge: 0

```
40
Properties=species:S:1:pos:R:3:forces:R:3:mulliken_charge:R:1
C -1.823 -0.076 0.444 0.477 -0.271 -0.223 -1.047
C -0.533 0.735 0.485 1.456 0.868 0.869 1.019
C -0.062 1.105 1.918 -1.018 -1.700 1.029 -0.851
O 0.549 -0.058 2.511 0.712 -0.392 -0.383 -0.660
N -0.489 1.940 -0.365 -0.061 -0.268 0.816 0.146
C -0.327 1.650 -1.771 -2.488 -0.307 -0.398 -1.007
C -1.145 3.065 0.034 0.591 1.389 -0.824 0.078
O -1.550 3.910 -0.744 -0.162 -0.115 -0.028 -0.582
H -2.677 0.282 1.019 0.075 0.464 -0.395 0.324
H -1.647 -1.081 0.821 0.188 -0.051 0.073 0.458
H -1.980 -0.207 -0.624 -0.877 -0.005 0.014 -0.086
H 0.238 0.055 0.077 -0.194 0.470 0.138 -0.251
H 0.574 1.963 2.105 0.151 0.212 -0.776 0.314
H -0.943 1.193 2.586 0.192 0.530 -0.507 0.383
H 1.178 -0.509 1.884 -0.891 0.873 0.229 0.507
H -0.760 2.419 -2.408 0.210 0.442 0.327 0.372
H -1.087 0.847 -1.908 1.209 -0.017 -0.776 0.390
H 0.676 1.451 -2.125 0.119 -0.230 0.478 0.184
H -1.134 3.363 1.098 -0.168 -1.024 0.125 0.348
O -0.054 -2.856 -1.596 -0.280 0.362 0.116 -0.533
H 0.434 -3.449 -2.159 0.247 -0.352 -0.419 0.285
H 0.170 -3.153 -0.710 0.075 0.221 0.208 0.256
O 2.328 0.080 -3.012 0.627 -0.016 0.713 -0.659
H 2.422 0.468 -3.886 -0.564 -0.239 -0.072 0.291
H 1.496 -0.383 -2.866 0.001 0.121 -0.613 0.308
O 0.217 -4.133 2.611 0.226 0.331 0.268 -0.653
H -0.184 -4.391 1.786 -0.226 -0.247 -0.338 0.293
H -0.263 -3.327 2.853 -0.149 0.028 0.079 0.354
O -2.195 -0.580 -3.489 0.927 -1.111 1.200 -0.652
H -2.446 -1.063 -2.683 -1.322 0.323 -0.137 0.310
H -1.289 -0.912 -3.362 0.334 0.545 -1.092 0.314
O -1.532 -1.539 3.187 -0.247 -0.515 -0.516 -0.703
H -0.781 -1.036 2.781 -0.081 -0.128 1.076 0.465
H -1.462 -1.572 4.146 0.346 0.297 -0.166 0.268
O 2.071 -1.353 0.679 -0.240 -0.652 0.409 -0.631
H 2.568 -0.677 0.199 0.400 0.459 0.125 0.370
H 2.539 -1.562 1.501 0.345 -0.121 -0.508 0.289
O 3.127 1.068 -0.434 -0.638 -0.234 0.894 -0.649
H 2.818 0.922 -1.343 0.918 0.104 -0.221 0.377
H 4.075 1.194 -0.314 -0.220 -0.045 -0.792 0.259
```
Forces are in eV/Å.

***

Q: What is the formula in the fourth record?
A: C5H25NO9